# 1
{
  "formula": "C25H22ClN4O4STl",
  "method": "wB97M-V/def2-TZVPD",
  "energy_ev": -68480.5901,
  "gap_ha": 0.2861,
  "homo_energy_ev": -7.9,
  "relative_energy_kcal_mol": 0.0,
  "symbols": ["Tl", "C", "N", "C", "C", "C", "C", "C", "N", "C", "C", "C", "C", "C", "C", "H", "H", "H", "H", "H", "H", "H", "H", "H", "H", "H", "O", "N", "C", "C", "C", "C", "C", "S", "H", "H", "H", "H", "Cl", "C", "C", "C", "C", "C", "C", "C", "O", "O", "H", "H", "H", "H", "O", "N", "C", "H", "H", "H"],
  "coordinates": [[-0.0637, -0.4326, -0.0549], [0.7808, 0.1641, 3.2459], [-0.2679, 0.1711, 2.2267], [-1.4942, 0.3698, 2.5443], [-2.5192, 0.3358, 1.5482], [-3.8926, 0.5284, 1.6408], [-4.3988, 0.3809, 0.3413], [-3.3099, 0.1022, -0.4812], [-2.1788, 0.0801, 0.2464], [0.6623, 1.2776, 4.2603], [0.7697, 0.9993, 5.6171], [0.6835, 2.0149, 6.5618], [0.4790, 3.3236, 6.1555], [0.3634, 3.6115, 4.8006], [0.4555, 2.5965, 3.8630], [1.7361, 0.2283, 2.7208], [0.7742, -0.7968, 3.7670], [-1.7819, 0.5797, 3.5759], [-4.4424, 0.7516, 2.5419], [-5.4258, 0.4640, 0.0259], [-3.2899, -0.0766, -1.5451], [0.9215, -0.0243, 5.9400], [0.7700, 1.7799, 7.6147], [0.4049, 4.1163, 6.8882], [0.2004, 4.6310, 4.4757], [0.3597, 2.8282, 2.8087], [2.1849, -0.5690, -0.3436], [2.7597, -1.7604, -0.2603], [4.0615, -1.7945, -0.6313], [4.7847, -2.9508, -0.6013], [4.1512, -4.1221, -0.1790], [2.8348, -4.0730, 0.1941], [2.1006, -2.8734, 0.1661], [0.4610, -2.8367, 0.6702], [4.4443, -0.8363, -0.9447], [5.8202, -2.9338, -0.9057], [4.6900, -5.0592, -0.1466], [2.3115, -4.9584, 0.5241], [0.1329, 0.3589, -8.7498], [0.0670, 0.1806, -7.0201], [-0.2047, -1.0648, -6.4772], [-0.2541, -1.2000, -5.0996], [-0.0391, -0.1011, -4.2759], [0.2298, 1.1395, -4.8400], [0.2872, 1.2875, -6.2165], [-0.0955, -0.2741, -2.7919], [-0.2458, -1.4148, -2.3077], [0.0094, 0.7589, -2.0532], [-0.3730, -1.9113, -7.1281], [-0.4579, -2.1596, -4.6447], [0.3934, 1.9886, -4.1908], [0.4991, 2.2467, -6.6676], [2.2007, 2.2268, 0.6640], [1.1133, 2.0797, 0.1997], [0.5588, 3.2746, -0.4594], [-0.4098, 3.4694, 0.0043], [0.3728, 2.9856, -1.4936], [1.2445, 4.1145, -0.3651]],
  "mulliken_charge": [1.57, -1.07, -0.19, 0.06, -0.04, -0.84, -0.87, -0.44, -0.04, 0.37, -0.41, -0.64, -0.41, -0.73, 0.20, 0.33, 0.43, 0.50, 0.47, 0.42, 0.48, 0.36, 0.38, 0.38, 0.40, 0.27, -0.57, 0.25, -0.29, -0.72, -0.16, -0.85, 0.76, -0.40, 0.45, 0.41, 0.38, 0.42, -0.22, 0.48, -0.77, -0.25, 0.06, -0.06, -0.85, 0.72, -0.80, -0.73, 0.42, 0.47, 0.38, 0.42, -0.42, 0.61, -0.82, 0.32, 0.08, 0.34]
}



# 2
{
  "formula": "C25H22F5IO3",
  "method": "wB97M-V/def2-TZVPD",
  "energy_ev": -54110.0184,
  "gap_ha": 0.3055,
  "smiles": "CC[C@@H](I)C1=C(F)C(=O)C(C(F)(F)C(F)F)=C(CC=O)C1=O.c1ccccc1.c1ccccc1",
  "homo_energy_ev": -9.5,
  "relative_energy_kcal_mol": 11.6,
  "symbols": ["C", "C", "C", "I", "C", "C", "F", "C", "O", "C", "C", "F", "F", "C", "F", "F", "C", "C", "C", "O", "C", "O", "H", "H", "H", "H", "H", "H", "H", "H", "H", "H", "C", "C", "C", "C", "C", "C", "H", "H", "H", "H", "H", "H", "C", "C", "C", "C", "C", "C", "H", "H", "H", "H", "H", "H"],
  "coordinates": [[4.4372, 0.7870, 1.2443], [2.8732, 1.0422, 1.1718], [2.2052, -0.2374, 1.7562], [1.9711, -0.0400, 3.9171], [0.9196, -0.6618, 1.0613], [0.9671, -1.3534, -0.0479], [2.1036, -1.7037, -0.6162], [-0.3736, -1.7721, -0.6537], [-0.6129, -1.7408, -1.8033], [-1.3990, -2.1977, 0.4031], [-2.2897, -3.4476, 0.1558], [-3.6142, -3.2775, 0.4505], [-2.2293, -3.8715, -1.1148], [-1.6571, -4.5870, 1.0153], [-2.1515, -5.7837, 0.7064], [-0.3230, -4.6103, 0.7116], [-1.4671, -1.5029, 1.5216], [-2.4074, -1.7930, 2.6741], [-1.7523, -1.6466, 4.0624], [-1.8694, -2.5425, 4.8247], [-0.4691, -0.3413, 1.6174], [-0.7460, 0.7211, 2.0465], [4.9868, 1.4435, 0.5563], [4.7038, -0.2465, 0.9801], [4.7326, 0.9635, 2.2892], [2.6255, 1.9350, 1.7563], [2.5882, 1.1186, 0.1126], [2.9029, -1.0759, 1.6462], [-1.7061, -4.3552, 2.0889], [-3.2375, -1.0569, 2.6456], [-2.8758, -2.7787, 2.6273], [-1.1924, -0.7341, 4.3647], [-4.4413, -0.3199, -0.4826], [-5.6469, -0.7508, 0.0409], [-6.6606, 0.1559, 0.3167], [-6.4588, 1.5082, 0.0724], [-5.2431, 1.9469, -0.4403], [-4.2341, 1.0331, -0.7187], [-3.6695, -1.0481, -0.6923], [-5.8006, -1.8059, 0.2328], [-7.6039, -0.1888, 0.7220], [-7.2465, 2.2207, 0.2839], [-5.0826, 3.0021, -0.6240], [-3.2878, 1.3750, -1.1206], [4.9414, 4.5219, -3.1086], [4.3812, 3.5554, -2.2842], [4.4219, 2.2167, -2.6523], [5.0187, 1.8469, -3.8506], [5.5706, 2.8142, -4.6796], [5.5338, 4.1514, -4.3081], [4.9148, 5.5645, -2.8169], [3.9119, 3.8462, -1.3516], [3.9879, 1.4675, -2.0006], [5.0528, 0.8035, -4.1388], [6.0310, 2.5253, -5.6164], [5.9665, 4.9055, -4.9539]],
  "mulliken_charge": [-1.19, -0.24, -1.01, 0.08, 0.60, 0.85, -0.34, -0.56, -0.51, -0.10, 0.44, -0.24, -0.34, 0.22, -0.29, -0.28, 1.85, -0.68, -0.16, -0.48, -0.96, -0.50, 0.33, 0.35, 0.36, 0.41, 0.25, 0.60, 0.38, 0.38, 0.37, 0.43, -0.17, -0.30, -0.48, -0.37, -0.47, -0.48, 0.33, 0.40, 0.38, 0.36, 0.37, 0.41, -0.42, -0.29, -0.01, -0.63, -0.31, -0.43, 0.36, 0.37, 0.28, 0.36, 0.36, 0.35]
}



# 3
{
  "formula": "C25H22N",
  "method": "wB97M-V/def2-TZVPD",
  "energy_ev": -27764.9997,
  "gap_ha": 0.1952,
  "homo_energy_ev": -10.8,
  "total_charge": 1,
  "relative_energy_kcal_mol": 0.0,
  "symbols": ["C", "C", "C", "C", "C", "C", "C", "C", "C", "C", "C", "C", "C", "C", "C", "C", "C", "C", "C", "C", "C", "H", "H", "H", "H", "H", "H", "H", "H", "H", "H", "H", "H", "H", "H", "H", "H", "H", "C", "C", "C", "C", "N", "H", "H", "H", "H", "H"],
  "coordinates": [[4.2524, -3.2884, 0.7177], [3.2217, -3.4400, 1.6295], [2.2085, -2.5119, 1.6795], [2.2188, -1.3948, 0.8315], [1.1428, -0.3931, 0.8743], [-0.1933, -0.8370, 0.8780], [-1.2892, -0.0361, 1.0118], [-2.6491, -0.4920, 0.9667], [-3.6936, 0.4439, 0.9914], [-5.0069, 0.0387, 0.9158], [-5.3164, -1.3060, 0.8231], [-4.3058, -2.2488, 0.8001], [-2.9914, -1.8509, 0.8699], [1.4915, 1.0367, 0.9151], [0.9319, 1.9613, 0.0210], [1.2823, 3.2893, 0.0760], [2.2013, 3.7275, 1.0122], [2.7777, 2.8308, 1.8927], [2.4410, 1.5003, 1.8385], [3.2819, -1.2556, -0.0724], [4.2755, -2.2024, -0.1398], [5.0290, -4.0328, 0.6608], [3.2065, -4.2875, 2.2976], [1.4079, -2.6155, 2.3913], [-0.3469, -1.8909, 0.7444], [-1.1338, 1.0191, 1.1379], [-3.4514, 1.4916, 1.0560], [-5.7955, 0.7742, 0.9238], [-6.3448, -1.6207, 0.7676], [-4.5456, -3.2976, 0.7239], [-2.2215, -2.6005, 0.8490], [0.2875, 1.6020, -0.7627], [0.8493, 3.9857, -0.6237], [2.4663, 4.7708, 1.0570], [3.4938, 3.1761, 2.6201], [2.9012, 0.7975, 2.5116], [3.2846, -0.4160, -0.7452], [5.0594, -2.1103, -0.8752], [-0.1555, 1.7747, -3.7951], [-1.4586, 2.1989, -3.7112], [-2.1915, 1.1850, -3.0759], [-1.3191, 0.1654, -2.7855], [-0.0721, 0.5314, -3.2224], [0.6638, 2.3156, -4.2465], [-1.8482, 3.1358, -4.0798], [-3.2506, 1.1954, -2.8684], [-1.5678, -0.7719, -2.3096], [0.7718, -0.0470, -3.1723]],
  "mulliken_charge": [-0.37, -0.74, -0.34, -0.09, 0.44, -0.76, -0.05, 0.70, -0.38, -0.77, -0.32, -0.87, -0.28, 0.02, 0.20, -0.94, -0.41, -0.76, -0.32, -0.13, -0.77, 0.41, 0.41, 0.49, 0.69, 0.60, 0.42, 0.41, 0.42, 0.42, 0.38, 0.53, 0.48, 0.43, 0.43, 0.51, 0.49, 0.42, -0.65, -0.41, -0.20, -0.77, 0.02, 0.40, 0.43, 0.47, 0.48, 0.22]
}



# 4
{
  "formula": "C25H22N5S4Ti",
  "method": "wB97M-V/def2-TZVPD",
  "energy_ev": -100185.9201,
  "gap_ha": 0.2369,
  "homo_energy_ev": -10.3,
  "total_charge": 1,
  "relative_energy_kcal_mol": 0.0,
  "symbols": ["Ti", "C", "N", "C", "C", "C", "C", "C", "C", "N", "C", "C", "C", "C", "C", "C", "N", "C", "C", "C", "C", "C", "N", "H", "H", "H", "H", "H", "H", "H", "H", "H", "H", "H", "H", "H", "H", "H", "H", "H", "H", "S", "S", "S", "S", "N", "C", "C", "C", "C", "C", "C", "C", "H", "H", "H", "H"],
  "coordinates": [[0.7786, -0.0172, -0.0565], [-1.4616, -0.8502, -2.2013], [-1.1213, -1.2011, -0.8151], [-1.0036, -2.6706, -0.7146], [0.3475, -3.1174, -1.1518], [0.5407, -4.3338, -1.7759], [1.8344, -4.7231, -2.0805], [2.8746, -3.8803, -1.7360], [2.5878, -2.6784, -1.1158], [1.3401, -2.2784, -0.8394], [-2.1589, -0.7444, 0.1259], [-1.6550, -0.9612, 1.5255], [-2.5325, -1.0883, 2.5765], [-2.0237, -1.2740, 3.8497], [-0.6526, -1.3634, 4.0179], [0.1639, -1.2367, 2.9171], [-0.3153, -1.0211, 1.6773], [-1.1297, 0.5745, -2.5069], [-1.5231, 1.1452, -3.7004], [-1.2164, 2.4720, -3.9365], [-0.5456, 3.1909, -2.9605], [-0.1695, 2.5483, -1.8074], [-0.4432, 1.2454, -1.5704], [-2.5237, -1.0281, -2.3745], [-0.9107, -1.5062, -2.8725], [-1.7879, -3.1477, -1.3003], [-1.1518, -2.9603, 0.3201], [-0.3089, -4.9646, -2.0110], [2.0234, -5.6710, -2.5730], [3.9069, -4.1398, -1.9417], [3.3804, -2.0144, -0.8235], [-3.0854, -1.3008, -0.0223], [-2.3763, 0.3077, -0.0502], [-3.6023, -1.0438, 2.3953], [-2.6914, -1.3612, 4.6983], [-0.2106, -1.5308, 4.9908], [1.2326, -1.3057, 3.0202], [-2.0717, 0.5525, -4.4249], [-1.5093, 2.9447, -4.8669], [-0.2998, 4.2375, -3.0926], [0.3518, 3.0717, -1.0282], [2.7582, -0.4992, 1.3109], [4.2168, 0.8286, 0.7736], [4.3205, 0.4448, -1.2371], [2.3438, 0.7282, -1.7732], [0.2049, 6.3930, 3.8611], [0.2920, 5.4099, 3.2675], [0.3994, 4.1708, 2.5184], [-0.6046, 3.2161, 2.6045], [-0.4917, 2.0309, 1.8949], [0.6016, 1.7449, 1.0649], [1.5932, 2.7389, 0.9944], [1.5030, 3.9240, 1.7063], [-1.4686, 3.4009, 3.2306], [-1.3013, 1.3309, 2.0156], [2.4581, 2.5989, 0.3697], [2.2935, 4.6620, 1.6342]],
  "mulliken_charge": [-0.87, -1.35, 1.21, -1.31, 0.52, -1.15, -0.33, -1.06, -0.01, 0.64, -0.96, 0.25, -0.74, -0.66, -0.83, -0.42, 0.96, 0.15, -1.06, -0.51, -0.88, -0.04, 0.79, 0.53, 0.59, 0.47, 0.48, 0.47, 0.44, 0.44, 0.39, 0.52, 0.46, 0.51, 0.46, 0.49, 0.35, 0.50, 0.43, 0.48, 0.23, -0.20, -0.02, -0.05, -0.09, -0.49, -0.18, 0.39, -1.18, -0.08, 1.77, -0.06, -1.08, 0.50, 0.21, 0.47, 0.50]
}